C25H41Cl3O2OsP2 as an isolated structure at a distorted geometry. Source: OMol25; level of theory: ωB97M-V with the def2-TZVPD basis set.

```
! wB97M-V def2-TZVPD RIJCOSX def2/J DEFGRID3
* xyz 2 5
Os -0.344 -0.530 -3.952
C -0.732 -2.048 -0.252
C 0.546 -2.296 -0.779
C 0.726 -0.583 0.753
C -0.637 -0.959 0.674
C 1.468 -1.463 -0.101
C -1.858 -2.999 -0.299
H -1.689 -3.746 -1.079
H -2.812 -2.497 -0.487
H -1.935 -3.540 0.658
C -1.677 -0.544 1.627
H -2.661 -0.905 1.314
H -1.715 0.543 1.778
H -1.484 -1.000 2.613
C 1.289 0.306 1.791
H 1.205 -0.185 2.778
H 0.761 1.270 1.869
H 2.361 0.491 1.627
C 2.901 -1.793 0.054
H 3.016 -2.513 0.881
H 3.513 -0.918 0.281
H 3.283 -2.281 -0.850
C 0.909 -3.432 -1.653
H 1.007 -4.407 -1.107
H 1.863 -3.273 -2.167
H 0.179 -3.587 -2.459
C -1.383 0.768 -4.878
C -1.608 -0.614 -5.399
C -0.752 -1.199 -6.494
C 0.762 -0.751 -6.451
C 1.267 -0.443 -5.066
C 1.348 0.977 -4.500
C 0.740 2.161 -5.218
C -0.702 1.851 -5.671
H -1.215 -0.892 -7.446
H 0.931 0.082 -7.160
H -0.807 -2.314 -6.445
H -0.721 1.600 -6.735
H -2.231 1.170 -4.316
H -2.649 -0.962 -5.307
H -1.284 2.763 -5.527
H 0.801 3.042 -4.557
H 2.430 1.209 -4.407
H 1.384 2.399 -6.077
H 1.336 -1.630 -6.797
H 2.127 -1.067 -4.713
P -1.900 2.053 -0.754
C -3.537 2.419 -1.460
C -1.989 -1.210 -2.880
P 1.123 1.163 -2.435
C -0.707 2.372 -2.087
C 2.647 0.078 -2.378
C 2.115 2.524 -1.703
H -4.072 3.144 -0.829
H -4.111 1.474 -1.489
H -3.422 2.824 -2.477
H -2.950 -1.071 -3.417
H -2.060 -0.726 -1.896
H -1.862 -2.299 -2.769
H 2.983 2.720 -2.343
H 2.436 2.121 -0.727
H 1.533 3.430 -1.511
H -0.299 3.395 -1.992
H -1.211 2.232 -3.058
H 3.068 0.134 -1.368
H 3.409 0.482 -3.073
H 2.408 -0.958 -2.662
Cl -0.040 5.950 2.467
C -1.181 4.671 2.119
Cl -0.924 3.270 3.219
Cl -2.862 5.256 2.215
C -0.941 4.147 0.689
O -0.088 4.541 -0.069
O -1.882 3.209 0.422
*
```

Values from the calculation:
* E_tot: -3280.7129 Ha
* gap between HOMO and LUMO (alpha / beta): 0.2134 / 0.2034 hartree

These are the Löwdin partial charges, in e, on atoms 1 to 6: Os 1.339; C -0.173; C -0.168; C -0.131; C -0.151; C -0.174

***

C25H41Cl4Cu2O20S as an isolated structure at a distorted geometry. Source: OMol25; level of theory: ωB97M-V with the def2-TZVPD basis set.

```
! wB97M-V def2-TZVPD RIJCOSX def2/J DEFGRID3
* xyz 1 3
Cu -1.299 -0.349 -1.898
Cu -0.729 2.128 2.723
S -0.779 0.543 0.535
O 0.044 0.618 -0.647
O -1.355 1.879 0.780
O -1.761 -0.436 0.105
O -0.073 0.186 1.818
C -1.271 5.252 2.525
O -1.400 4.160 3.364
H -2.185 5.817 2.340
H -0.365 5.829 2.711
H -0.984 4.690 1.636
C 0.716 -6.098 -0.410
C -0.621 -5.844 -1.202
C -1.802 -5.512 -0.285
O -2.073 -4.191 -0.425
C -1.273 -3.650 -1.405
O -1.229 -2.505 -1.870
O -0.428 -4.609 -1.825
H 0.711 -7.169 -0.204
H 0.817 -5.518 0.507
H 1.506 -5.739 -1.069
H -0.891 -6.756 -1.735
H -1.374 -5.668 0.705
H -2.639 -6.210 -0.293
C -5.904 4.284 -0.038
C -4.763 3.232 0.510
C -5.263 2.039 1.299
O -4.718 0.961 0.649
C -4.151 1.325 -0.473
O -3.746 0.598 -1.342
O -4.188 2.625 -0.604
H -6.468 4.383 0.889
H -6.676 3.919 -0.716
H -5.495 5.232 -0.387
H -4.046 3.761 1.139
H -6.351 2.086 1.346
H -4.959 2.253 2.324
C 3.615 -1.974 4.202
C 3.203 -2.356 2.785
C 3.029 -1.243 1.701
O 3.881 -1.524 0.627
C 4.585 -2.661 0.957
O 5.479 -3.118 0.262
O 4.253 -3.166 2.223
H 4.005 -2.844 4.729
H 2.862 -1.702 4.941
H 4.334 -1.158 4.134
H 2.332 -3.006 2.874
H 3.190 -0.247 2.113
H 1.972 -1.269 1.436
C -2.713 6.170 -1.809
C -1.644 5.245 -2.334
C -0.380 4.997 -1.498
O -0.219 3.611 -1.743
C -1.300 3.030 -2.287
O -1.462 1.886 -2.680
O -2.250 3.937 -2.330
H -2.298 7.136 -2.099
H -2.814 6.133 -0.724
H -3.596 6.179 -2.448
H -1.343 5.434 -3.364
H -0.448 5.242 -0.439
H 0.380 5.646 -1.934
C 3.729 -3.831 -2.862
C 3.330 -2.390 -2.663
C 3.656 -1.573 -3.963
O 2.538 -0.793 -4.030
C 1.516 -1.190 -3.303
O 0.437 -0.552 -3.078
O 1.938 -2.208 -2.514
H 3.794 -4.343 -1.902
H 4.765 -3.861 -3.198
H 3.168 -4.455 -3.558
H 3.762 -2.005 -1.739
H 3.699 -2.278 -4.793
H 4.614 -1.061 -4.056
Cl -2.302 -4.320 2.925
C -1.402 -2.908 2.512
C -0.950 -2.262 3.796
Cl 0.323 -3.005 4.647
H -2.025 -2.289 1.866
H -0.542 -3.199 1.908
H -1.711 -2.228 4.575
H -0.728 -1.208 3.630
Cl 5.132 2.559 1.055
C 4.383 1.634 -0.262
C 2.917 2.131 -0.470
Cl 2.788 3.884 -0.940
H 4.349 0.603 0.091
H 4.893 1.874 -1.194
H 2.273 1.868 0.370
H 2.472 1.478 -1.221
*
```

Values from the calculation:
* E_tot: -8001.6028 Ha
* gap between HOMO and LUMO (alpha / beta): 0.3568 / 0.2560 hartree

These are the Löwdin partial charges, in e, on atoms 1 to 6: Cu 0.828; Cu 0.582; S 0.316; O -0.293; O -0.319; O -0.288